The following is a quantum chemistry calculation of 9 unconnected molecules or ions with the total composition C23H71O30P7 in a non-equilibrium geometry, from the OMol25 dataset.

The charge is 0. The value obtained for the orbital gap is 10.22 eV. The value obtained for the HOMO energy is -9.82 eV.

Last column: Löwdin charge in e.
Cartesian coordinates (Å):
C1 -1.14426 2.09037 0.32283  -0.077
O1 0.02292 1.61779 1.00348  -0.201
P1 1.31212 1.23327 0.17285  0.399
O2 1.46766 1.86520 -1.13446  -0.215
O3 2.50004 1.47759 1.19929  -0.190
C2 2.41366 0.93446 2.51013  -0.096
O4 1.24487 -0.38767 0.08003  -0.240
C3 2.10297 -1.08332 -0.81120  -0.091
H1 -1.26514 3.16021 0.50524  0.091
H2 -2.02930 1.61222 0.74307  0.079
H3 -1.11322 1.96056 -0.75799  0.068
H4 1.91826 -0.03763 2.46539  0.088
H5 1.84996 1.58556 3.18371  0.082
H6 3.37850 0.80062 2.99511  0.091
H7 2.99067 -0.49250 -1.03747  0.094
H8 1.61285 -1.37209 -1.74293  0.081
H9 2.43370 -2.01076 -0.34540  0.071
C4 0.66668 -6.60392 4.02624  -0.100
O5 1.82172 -6.18313 3.33509  -0.206
P2 2.00661 -6.20929 1.76920  0.374
O6 0.96479 -5.46775 1.03378  -0.236
O7 2.08570 -7.78598 1.49335  -0.214
C5 2.10435 -8.26728 0.14514  -0.083
O8 3.51269 -5.72842 1.57706  -0.193
C6 3.79382 -4.36286 1.28198  -0.095
H10 -0.11850 -6.92495 3.33441  0.089
H11 0.22991 -5.81972 4.64220  0.091
H12 0.91683 -7.46887 4.64266  0.090
H13 3.09185 -8.09966 -0.28847  0.068
H14 1.32818 -7.81471 -0.46918  0.090
H15 1.96060 -9.34104 0.24975  0.090
H16 2.92142 -3.82439 0.90870  0.075
H17 4.59509 -4.30828 0.55029  0.051
H18 4.09768 -3.85708 2.20099  0.092
C7 -5.65426 3.47453 -4.15220  -0.083
O9 -4.84996 2.51361 -3.45972  -0.222
P3 -4.43330 2.74409 -1.93579  0.379
O10 -3.29764 3.66704 -1.81914  -0.224
O11 -4.19186 1.28508 -1.34152  -0.198
C8 -3.39001 0.36221 -2.09522  -0.081
O12 -5.72456 3.24392 -1.16140  -0.207
C9 -5.70796 3.34556 0.26723  -0.085
H19 -6.69160 3.14071 -4.17420  0.090
H20 -5.26046 3.52682 -5.16351  0.090
H21 -5.63157 4.45426 -3.67607  0.089
H22 -3.75312 -0.65575 -2.02896  0.092
H23 -2.35277 0.44897 -1.78035  0.056
H24 -3.40805 0.65422 -3.14729  0.080
H25 -4.70044 3.13750 0.63204  0.063
H26 -6.42968 2.68249 0.73179  0.098
H27 -5.88088 4.38760 0.53145  0.090
C10 -0.01988 4.24625 -2.56912  -0.113
O13 0.50324 5.42926 -3.15068  -0.206
P4 1.11633 6.58502 -2.22686  0.371
O14 1.50318 7.82566 -2.92423  -0.236
O15 0.07089 6.71357 -1.04720  -0.227
C11 0.11955 7.83111 -0.14684  -0.082
O16 2.29066 5.85363 -1.42381  -0.227
C12 3.24758 5.02326 -2.11016  -0.078
H28 -1.10987 4.30314 -2.57997  0.067
H29 0.34172 4.04895 -1.55813  0.066
H30 0.22286 3.34085 -3.13198  0.083
H31 -0.62997 8.55725 -0.45582  0.091
H32 1.10615 8.29022 -0.17833  0.087
H33 -0.09797 7.46095 0.85115  0.079
H34 3.15593 4.05859 -1.61082  0.078
H35 4.25048 5.41679 -1.94708  0.085
H36 3.08647 4.94833 -3.18359  0.090
C13 -1.52336 -1.94216 0.02758  -0.070
O17 -2.94560 -1.82063 0.02721  -0.228
P5 -3.86439 -1.70703 1.33020  0.378
O18 -3.44757 -2.53894 2.44873  -0.219
O19 -4.02869 -0.13567 1.61055  -0.228
C14 -4.70986 0.23015 2.81395  -0.094
O20 -5.31804 -2.06866 0.77423  -0.216
C15 -5.70387 -3.38845 0.44281  -0.105
H37 -1.21475 -1.21620 -0.72856  0.064
H38 -1.12747 -2.92905 -0.19751  0.099
H39 -1.09391 -1.56166 0.95633  0.089
H40 -4.23630 -0.26114 3.66980  0.089
H41 -5.74256 -0.12653 2.79587  0.093
H42 -4.66809 1.30758 2.95144  0.054
H43 -5.07927 -4.16900 0.88388  0.089
H44 -5.78104 -3.52323 -0.63444  0.087
H45 -6.68041 -3.54157 0.90996  0.089
C16 7.72715 -4.54597 -1.16231  -0.084
O21 6.96943 -4.42896 -2.36305  -0.196
P6 5.43199 -4.07159 -2.27168  0.391
O22 5.09662 -2.87953 -1.46804  -0.214
O23 5.04935 -3.91815 -3.79982  -0.203
C17 3.66736 -3.64786 -4.08709  -0.075
O24 4.64927 -5.40601 -1.84250  -0.220
C18 4.88499 -6.63721 -2.52840  -0.075
H46 7.13230 -4.81959 -0.28874  0.087
H47 8.15827 -3.57591 -0.91656  0.083
H48 8.54171 -5.25392 -1.27891  0.094
H49 3.62905 -2.76174 -4.72891  0.094
H50 3.15882 -3.30834 -3.18501  0.080
H51 3.21384 -4.44297 -4.67092  0.092
H52 5.86891 -6.69578 -2.99362  0.092
H53 4.16748 -6.71881 -3.34924  0.092
H54 4.70123 -7.42996 -1.81064  0.077
C19 -4.25800 5.69595 5.62275  -0.100
O25 -3.47615 5.66032 4.43319  -0.207
P7 -3.41587 4.31116 3.59157  0.387
O26 -4.72518 3.67056 3.37701  -0.230
O27 -2.60920 4.70399 2.28914  -0.211
C20 -3.08417 5.67061 1.34603  -0.061
O28 -2.29197 3.46647 4.37784  -0.203
C21 -1.75875 2.29574 3.76257  -0.086
H55 -3.81336 6.40630 6.31745  0.089
H56 -4.31462 4.73758 6.14080  0.089
H57 -5.27210 6.02157 5.38978  0.091
H58 -3.80528 6.37831 1.75957  0.095
H59 -3.56186 5.18584 0.49475  0.066
H60 -2.20072 6.21144 1.01545  0.079
H61 -0.76896 2.43231 3.33059  0.080
H62 -2.45597 1.92976 3.00439  0.060
H63 -1.71441 1.52496 4.53443  0.099
C22 6.59290 -2.13119 1.62493  -0.153
O29 5.39573 -1.60926 1.06644  -0.147
H64 7.05254 -1.42209 2.30670  0.079
H65 6.37568 -3.06415 2.15901  0.067
H66 7.25888 -2.36503 0.79314  0.058
H67 5.19220 -2.10078 0.24992  0.010
C23 -0.22130 0.11493 -3.70676  -0.161
O30 -0.82178 -1.17361 -3.74638  -0.126
H68 0.72903 0.13032 -4.24293  0.082
H69 -0.85619 0.89469 -4.13511  0.080
H70 -0.06230 0.36474 -2.65826  0.046
H71 -1.46634 -1.23915 -4.45313  0.074



The following is a quantum chemistry calculation of 11 unconnected molecules or ions with the total composition C33H56O33 in a non-equilibrium geometry, from the OMol25 dataset.

The charge is 0. The value obtained for the orbital gap is 10.35 eV. The value obtained for the HOMO energy is -10.30 eV.

Last column: Löwdin charge in e.
Cartesian coordinates (Å):
C1 -5.05641 -1.40437 -1.35885  -0.106
C2 -6.12146 -2.37942 -0.82936  -0.120
O1 -7.35098 -1.69508 -1.09644  0.046
C3 -7.10069 -0.41336 -1.45131  -0.595
O2 -7.94288 0.39904 -1.64243  0.159
O3 -5.77767 -0.19931 -1.57897  0.058
H1 -4.67274 -1.77140 -2.31164  0.115
H2 -4.21777 -1.30071 -0.67446  0.108
H3 -6.04626 -2.58711 0.23384  0.104
H4 -6.13118 -3.28503 -1.43322  0.127
C4 2.84068 3.52066 0.85362  -0.121
C5 3.17696 4.92105 1.36124  -0.100
O4 2.05562 5.23632 2.18055  0.076
C6 1.48229 4.07656 2.58255  -0.544
O5 0.62198 3.98760 3.39730  0.181
O6 2.00319 3.03102 1.90067  0.040
H5 3.72544 2.89613 0.74213  0.113
H6 2.33777 3.54649 -0.11660  0.096
H7 3.25364 5.65904 0.56755  0.130
H8 4.11296 4.88956 1.92215  0.133
C7 0.65696 0.62146 3.74043  -0.121
C8 2.18686 0.51040 3.83057  -0.116
O7 2.51785 1.41613 4.86076  0.074
C9 1.38776 1.80368 5.51002  -0.573
O8 1.37177 2.47914 6.48234  0.171
O9 0.31128 1.18305 4.98410  0.062
H9 0.14101 -0.32051 3.56156  0.105
H10 0.44278 1.22410 2.84973  0.114
H11 2.64634 0.80206 2.88849  0.106
H12 2.51642 -0.51445 4.01802  0.131
C10 7.51707 0.07429 -2.84727  -0.103
C11 8.44561 1.14612 -2.27522  -0.117
O10 7.88201 1.42440 -1.00272  0.067
C12 6.57088 1.07287 -1.03986  -0.563
O11 5.73935 1.54782 -0.34295  0.165
O12 6.34890 0.19491 -2.03410  0.056
H13 7.93875 -0.92025 -2.68712  0.131
H14 7.30367 0.16593 -3.90821  0.130
H15 8.43268 2.07460 -2.85468  0.132
H16 9.48326 0.82474 -2.23132  0.132
C13 -4.36776 1.57785 2.29551  -0.068
C14 -4.84176 0.94836 3.63324  -0.065
O13 -5.73119 -0.09819 3.19905  0.061
C15 -5.86437 -0.11837 1.86676  -0.536
O14 -6.54832 -0.87909 1.26047  0.163
O15 -5.02667 0.77317 1.29256  0.044
H17 -3.31380 1.32395 2.28810  0.102
H18 -4.67601 2.59429 2.09073  0.137
H19 -5.42642 1.63094 4.24239  0.133
H20 -4.03114 0.44149 4.14624  0.113
C16 -2.54167 -4.03073 -5.64730  -0.050
O16 -1.44536 -3.53027 -4.92643  0.017
C17 -1.57035 -3.32749 -3.62123  -0.610
O17 -2.59444 -3.37853 -2.98530  0.111
O18 -0.38318 -2.99616 -3.13225  0.027
C18 -0.41819 -2.65178 -1.75013  -0.024
H21 -3.48852 -3.79909 -5.15737  0.092
H22 -2.48987 -5.10412 -5.82724  0.096
H23 -2.56150 -3.53809 -6.61922  0.094
H24 -0.56029 -3.55263 -1.15576  0.108
H25 -1.11921 -1.85655 -1.51474  0.084
H26 0.57106 -2.27127 -1.50145  0.088
C19 0.51732 -3.40744 3.05296  -0.047
O19 -0.23488 -4.55299 2.71083  0.028
C20 -1.46266 -4.37655 2.22910  -0.601
O20 -1.91791 -3.33797 1.82003  0.094
O21 -2.07147 -5.55863 2.24404  0.025
C21 -3.44149 -5.57839 1.90441  -0.045
H27 0.97499 -3.55310 4.03288  0.099
H28 -0.10712 -2.52299 3.13712  0.060
H29 1.32973 -3.21423 2.35422  0.091
H30 -4.05056 -5.84757 2.76770  0.097
H31 -3.63634 -6.30638 1.11734  0.096
H32 -3.81668 -4.62700 1.52718  0.086
C22 2.60523 0.62847 -0.44476  -0.033
O22 1.21371 0.93028 -0.29571  0.012
C23 0.48828 -0.01850 0.29584  -0.628
O23 0.91753 -1.05390 0.73343  0.122
O24 -0.77331 0.39716 0.25436  0.029
C24 -1.75038 -0.45579 0.83260  -0.038
H33 3.03593 0.37485 0.52187  0.096
H34 3.04725 1.52503 -0.86403  0.066
H35 2.74409 -0.21052 -1.12571  0.088
H36 -1.43127 -0.76839 1.82490  0.081
H37 -2.09796 -1.31212 0.25843  0.072
H38 -2.64701 0.14918 0.94028  0.069
C25 -3.52422 -2.51313 4.35038  -0.019
O25 -3.37042 -1.78061 5.56938  0.008
C26 -2.12301 -1.62819 5.99751  -0.607
O26 -1.16722 -2.29083 5.68235  0.117
O27 -2.09950 -0.56943 6.80360  0.015
C27 -0.92952 -0.33678 7.58123  -0.031
H39 -4.55174 -2.84676 4.22647  0.104
H40 -2.84825 -3.36039 4.33841  0.086
H41 -3.35366 -1.80826 3.53572  0.084
H42 -1.10746 -0.52801 8.64088  0.096
H43 -0.71339 0.71479 7.41526  0.087
H44 -0.07238 -0.96047 7.33579  0.094
C28 0.13243 5.63521 -3.32994  -0.022
O28 1.45378 5.48184 -3.85312  0.022
C29 2.27243 4.72045 -3.15227  -0.595
O29 2.02845 4.16696 -2.10892  0.112
O30 3.44718 4.66132 -3.78638  0.034
C30 4.38770 3.83654 -3.18896  -0.076
H45 -0.38090 6.26571 -4.04829  0.096
H46 0.15271 6.11820 -2.35487  0.099
H47 -0.36757 4.67217 -3.24831  0.101
H48 3.98356 2.87748 -2.87178  0.071
H49 4.90341 4.29011 -2.33188  0.103
H50 5.26062 3.63428 -3.81354  0.099
C31 3.41995 -0.03763 -4.18147  -0.033
O31 2.29730 -0.49421 -4.93334  0.018
C32 2.14512 0.10131 -6.11328  -0.619
O32 2.88525 0.91006 -6.60361  0.130
O33 1.03676 -0.37868 -6.68090  0.006
C33 0.55514 0.33609 -7.80402  -0.050
H51 4.31555 -0.28539 -4.74871  0.100
H52 3.44529 -0.58111 -3.23985  0.080
H53 3.34842 1.00923 -3.89267  0.083
H54 1.23472 0.32370 -8.65026  0.097
H55 0.26802 1.35482 -7.52598  0.101
H56 -0.40428 -0.10882 -8.07150  0.093



The following is a quantum chemistry calculation of C6H4O4 in the gas phase in a non-equilibrium geometry, from the OMol25 dataset.

The charge is 0. The value obtained for the orbital gap is 8.23 eV. The value obtained for the HOMO energy is -9.23 eV.

Last column: Löwdin charge in e.
Cartesian coordinates (Å):
C1 -1.87710 0.41915 0.77508  -0.439
C2 -0.41407 0.26603 0.49463  -0.091
C3 -0.17282 0.89017 -0.77595  -0.023
C4 1.97472 -0.58396 -0.86505  -0.292
C5 1.71387 -1.16388 0.39026  0.023
C6 0.70563 -0.47125 1.18347  0.096
H1 -3.55375 -0.37831 1.81109  0.248
H2 -0.54462 1.89863 -1.40146  0.228
H3 2.40989 -1.84462 0.77527  0.098
H4 0.73757 -0.81863 2.17731  0.096
O1 -2.44888 -0.22778 1.78881  0.030
O2 -2.76081 0.89527 -0.08686  -0.047
O3 1.01039 0.59740 -1.27033  0.007
O4 2.87049 -0.63922 -1.75374  0.065



The following is a quantum chemistry calculation of 3 unconnected molecules or ions with the total composition C4H16NO3, from the OMol25 dataset.

The charge is +1. The value obtained for the orbital gap is 11.84 eV. The value obtained for the HOMO energy is -14.62 eV.

Last column: Löwdin charge in e.
Cartesian coordinates (Å):
C1 1.22533 1.18987 -0.64952  -0.166
O1 1.01448 2.59311 -0.44014  -0.069
C2 -0.13276 0.51563 -0.39378  -0.271
C3 -0.03230 -0.93254 0.05511  -0.231
C4 -1.32358 -1.72388 -0.09122  -0.071
N1 -0.87631 1.34833 0.62220  0.228
H1 1.52411 0.97757 -1.66674  0.108
H2 1.97523 0.81663 0.05425  0.138
H3 1.86685 3.04241 -0.51716  0.117
H4 -0.73724 0.48564 -1.29986  0.154
H5 0.77463 -1.38184 -0.51540  0.101
H6 0.35864 -0.99620 1.07335  0.099
H7 -1.13325 -2.74854 0.22786  0.087
H8 -2.08907 -1.38301 0.61251  0.075
H9 -1.69973 -1.67779 -1.11070  0.085
H10 -0.69316 1.06608 1.60190  0.128
H11 -1.87969 1.22351 0.51133  0.173
H12 -0.57048 2.32512 0.56331  0.149
H13 -1.09415 -0.34099 4.01712  0.072
H14 0.26938 -0.47835 3.27387  0.057
O2 -0.64461 -0.19758 3.17448  -0.043
H15 1.72112 -0.81495 -3.52709  0.065
H16 1.09098 -1.93605 -2.75897  0.060
O3 1.08557 -0.97218 -2.81670  -0.046